The following is a DFT calculation (wB97M-V/def2-TZVPD) of the molecule C4H6P2 at a distorted geometry.

CARTESIAN COORDINATES (ANGSTROEM)
C (0.43247, -1.14405, -0.09507)
C (0.73942, 1.18548, 0.07988)
C (-0.18629, 0.04381, -0.02150)
C (-1.71459, 0.26244, -0.24245)
P (2.43911, 1.00174, 0.04804)
P (2.27336, -1.15788, -0.00661)
H (-0.08215, -2.06919, -0.02265)
H (0.16134, 2.17172, -0.03575)
H (-1.85835, -0.57647, -0.87626)
H (-1.90832, 1.17430, -0.77413)
H (-2.39948, 0.43242, 0.66168)
H (2.10348, -1.32432, 1.28481)

Atoms 1-6, force components in eV/Å:
C 0.7 0.3 0.4
C -1.2 1.0 -1.0
C 0.1 1.4 0.1
C 1.1 0.5 1.8
P -1.1 0.6 0.5
P -0.8 0.0 -2.8

Summary:
Orbital gap in eV: 8.486
Electronic energy in eV: -22820.763
Maximum force in eV/Å: 2.96
Structure (SMILES): CC1=C[PH]#P=C1
Energy relative to the best compared isomer or geometry (same formula, charge and spin) in kJ/mol: 22.5

***

The following is a DFT calculation (wB97M-V/def2-TZVPD) of the molecule C4H8 at a distorted geometry.

CARTESIAN COORDINATES (ANGSTROEM)
C (1.42764, -0.37082, -0.16905)
C (0.04425, -0.20478, 0.88928)
C (-1.25294, -0.39731, 0.17932)
C (-0.82114, 0.98690, 0.62885)
H (2.43187, -0.15432, 0.27441)
H (1.25376, 0.33355, -0.96422)
H (1.50472, -1.40767, -0.53647)
H (0.88447, -0.61324, 1.39438)
H (-2.17482, -0.81051, 0.59828)
H (-1.12914, -0.63522, -0.87293)
H (-1.45361, 1.50152, 1.36026)
H (-0.43390, 1.66532, -0.12496)

Atoms 1-6, force components in eV/Å:
C -1.1 0.5 -0.4
C 2.7 0.0 -2.7
C 0.2 -0.3 -0.2
C 0.4 0.2 0.0
H -1.1 0.1 0.2
H 0.2 0.1 -0.7

Summary:
Orbital gap in eV: 10.778
Electronic energy in eV: -4274.391
Maximum force in eV/Å: 3.89
Structure (SMILES): CC1CC1
Energy relative to the best compared isomer or geometry (same formula, charge and spin) in kJ/mol: 270.4

***

The following is a DFT calculation (wB97M-V/def2-TZVPD) of a structure of composition C5H4LaNO5 at a distorted geometry.

CARTESIAN COORDINATES (ANGSTROEM)
O (-0.36035, -4.48555, -1.25949)
C (-0.64395, -3.40611, -1.10036)
La (-0.94981, 0.69308, 0.34646)
O (2.07259, -1.57561, 0.62847)
C (1.00820, -1.07206, 0.51286)
C (1.13864, 1.66145, -0.09507)
O (2.19526, 1.89970, -0.62483)
C (-0.44567, 0.75572, -2.26785)
O (0.01615, 1.38253, -3.19340)
C (0.32582, -0.49904, -1.66213)
O (0.85983, -1.38724, -2.24009)
H (-1.54977, 0.99255, -1.78554)
N (-0.92000, 1.18709, 2.92025)
H (-1.66282, 1.86593, 3.13739)
H (-0.02820, 1.61733, 3.15050)
H (-1.05591, 0.37021, 3.53282)

Atoms 1-6, force components in eV/Å:
O -0.3 1.1 0.1
C 0.1 -1.3 0.1
La -2.2 -1.5 1.6
O -6.2 2.8 -1.0
C 6.6 -3.1 2.1
C 9.0 2.5 -4.2

Summary:
Orbital gap (spin up / spin down) in eV: 5.579 / 6.528
Net charge: +2
Electronic energy in eV: -17814.177
Maximum force in eV/Å: 10.24
Energy relative to the best compared isomer or geometry (same formula, charge and spin) in kJ/mol: 207.9

***

The following is a DFT calculation (wB97M-V/def2-TZVPD) of a structure of composition C3H4O2 at a distorted geometry.

CARTESIAN COORDINATES (ANGSTROEM)
C (-0.52839, 0.46453, 0.21898)
C (0.58402, 0.76665, 0.87047)
C (0.13268, -0.77658, -0.17169)
O (1.36495, -0.35324, 0.53121)
O (0.39557, -1.12003, -1.46468)
H (-1.44929, 0.97486, -0.16143)
H (1.03284, 1.61553, 1.31107)
H (-0.48109, -1.85415, 0.46079)
H (0.60606, -0.22520, -1.82787)

Atoms 1-6, force components in eV/Å:
C -1.5 1.6 -0.9
C 0.7 -0.1 -1.0
C -1.5 -5.3 2.0
O -1.2 0.3 0.6
O -0.1 1.5 -0.1
H 1.1 -0.7 0.9

Summary:
Orbital gap in eV: 10.267
Electronic energy in eV: -7267.449
Maximum force in eV/Å: 5.91
Energy relative to the best compared isomer or geometry (same formula, charge and spin) in kJ/mol: 312.3

***

The following is a DFT calculation (wB97M-V/def2-TZVPD) of the molecule C6H9F at a distorted geometry.

CARTESIAN COORDINATES (ANGSTROEM)
C (0.23704, -0.79654, -0.12676)
C (2.61408, -0.37249, -0.52431)
C (1.71239, -0.63104, 0.33579)
C (-0.59219, 0.38568, 0.29952)
C (-0.65655, 1.44079, -0.72895)
C (-2.12206, 0.17108, 0.14722)
F (-0.88056, 2.57320, -0.00163)
H (0.11776, -0.91512, -1.25809)
H (-0.07964, -1.69865, 0.47710)
H (2.16901, -0.08988, -1.54928)
H (3.59561, -0.08114, -0.45635)
H (1.84706, -0.93450, 1.38978)
H (-0.36274, 0.61220, 1.29353)
H (-2.34367, -0.44623, -0.62213)
H (-2.78326, 1.06388, 0.23649)
H (-2.47227, -0.28124, 1.08808)

Atoms 1-6, force components in eV/Å:
C 0.5 -1.3 0.3
C -0.8 2.0 -4.5
C -3.4 -1.7 1.9
C -0.4 -0.3 -2.0
C 0.3 1.1 1.5
C -0.8 1.4 3.8

Summary:
Orbital gap in eV: 9.810
Electronic energy in eV: -9080.582
Maximum force in eV/Å: 5.02
Energy relative to the best compared isomer or geometry (same formula, charge and spin) in kJ/mol: 396.8

***

The following is a DFT calculation (wB97M-V/def2-TZVPD) of a structure of composition C52H40N7O2PtS3 at a distorted geometry.

CARTESIAN COORDINATES (ANGSTROEM)
Pt (0.65556, 0.15304, -0.13231)
O (-2.06516, 1.97330, -6.28290)
C (-0.92700, 2.27455, -5.90263)
O (-0.01342, 2.95858, -6.38501)
C (-0.56442, 1.67171, -4.51105)
C (-1.37374, 0.73761, -3.89440)
C (-1.04415, 0.22820, -2.64691)
N (0.05014, 0.65643, -1.99571)
C (0.90685, 1.48942, -2.64304)
C (0.61835, 2.02350, -3.87637)
C (2.16405, 1.76969, -1.92996)
C (3.23805, 2.45348, -2.48108)
C (4.34035, 2.72859, -1.69510)
C (4.33209, 2.34053, -0.36171)
C (3.25013, 1.63604, 0.11877)
N (2.20873, 1.32529, -0.65901)
C (-1.84469, -0.89473, -2.09420)
C (-3.20000, -1.00738, -2.39463)
C (-3.86760, -2.16441, -2.03164)
C (-3.16180, -3.16712, -1.38685)
C (-1.81810, -2.95699, -1.11474)
N (-1.16754, -1.84655, -1.44816)
H (-2.24997, 0.40222, -4.43443)
H (1.27394, 2.70688, -4.39943)
H (3.19957, 2.76135, -3.51527)
H (5.18834, 3.25422, -2.11195)
H (5.15184, 2.57188, 0.30305)
H (3.19100, 1.31801, 1.14939)
H (-3.70974, -0.20998, -2.91955)
H (-4.91828, -2.28488, -2.26147)
H (-3.63177, -4.10037, -1.10773)
H (-1.23210, -3.72899, -0.62821)
N (-1.14900, -0.14560, 1.04648)
S (-1.88119, -0.84688, 2.07596)
N (-1.61603, -0.33431, 3.65220)
S (-0.50973, -0.87293, 4.56524)
N (0.91608, -1.21839, 4.06949)
S (1.77302, -0.33648, 2.98142)
N (1.52270, -0.55055, 1.56791)
C (3.39092, -0.89743, 3.46859)
C (4.33454, -0.96984, 2.45563)
C (5.62544, -1.37362, 2.76249)
C (5.95776, -1.70136, 4.06913)
C (4.99818, -1.64464, 5.07244)
C (3.70418, -1.24840, 4.77552)
C (1.64098, 1.35649, 3.55168)
C (2.37585, 1.84097, 4.62765)
C (2.18768, 3.15442, 5.02825)
C (1.28011, 3.96551, 4.35843)
C (0.55458, 3.46847, 3.28499)
C (0.72914, 2.15502, 2.87226)
C (-0.98967, -2.36938, 5.38988)
C (-2.20252, -2.33487, 6.06766)
C (-2.64126, -3.48100, 6.70523)
C (-1.87148, -4.63872, 6.65665)
C (-0.66278, -4.65296, 5.97701)
C (-0.20711, -3.50949, 5.33505)
C (-0.43811, 0.32575, 5.87007)
C (-1.17927, 1.49224, 5.80510)
C (-1.05012, 2.41185, 6.83726)
C (-0.20134, 2.15233, 7.90278)
C (0.53079, 0.96999, 7.95228)
C (0.41616, 0.04602, 6.92982)
C (-3.63423, -0.55075, 2.06236)
C (-4.43954, -0.63192, 3.19058)
C (-5.79734, -0.38941, 3.05967)
C (-6.32964, -0.06030, 1.81856)
C (-5.50760, 0.03724, 0.70499)
C (-4.14784, -0.20692, 0.82475)
C (-1.69964, -2.63025, 2.19052)
C (-0.46418, -3.14058, 1.81788)
C (-0.24514, -4.50739, 1.91013)
C (-1.25582, -5.34688, 2.35921)
C (-2.49031, -4.82325, 2.72128)
C (-2.72041, -3.45786, 2.63929)
H (4.04281, -0.74897, 1.43771)
H (6.36608, -1.44453, 1.97755)
H (6.96502, -2.01690, 4.30610)
H (5.25613, -1.91993, 6.08624)
H (2.94299, -1.22326, 5.54259)
H (3.09183, 1.21469, 5.14139)
H (2.75798, 3.54679, 5.85975)
H (1.14419, 4.99214, 4.67241)
H (-0.14888, 4.10189, 2.76084)
H (0.16108, 1.74942, 2.04322)
H (-2.78610, -1.42228, 6.10312)
H (-3.57971, -3.47277, 7.24273)
H (-2.21720, -5.53329, 7.15740)
H (-0.06844, -5.55604, 5.94171)
H (0.72742, -3.49951, 4.79244)
H (-1.82763, 1.67434, 4.95944)
H (-1.61724, 3.33229, 6.80443)
H (-0.11094, 2.87203, 8.70549)
H (1.18475, 0.76851, 8.78982)
H (0.97014, -0.88490, 6.95819)
H (-4.00808, -0.86599, 4.15389)
H (-6.44012, -0.44655, 3.92785)
H (-7.38983, 0.13373, 1.72436)
H (-5.92104, 0.31496, -0.25548)
H (-3.47800, -0.11060, -0.01717)
H (0.30723, -2.47514, 1.45130)
H (0.71301, -4.91549, 1.61463)
H (-1.08586, -6.41422, 2.41880)
H (-3.28130, -5.47836, 3.06189)
H (-3.68700, -3.05556, 2.90893)

Atoms 1-6, force components in eV/Å:
Pt -0.5 0.4 1.6
O 0.0 0.0 -0.1
C 0.0 0.0 0.1
O 0.0 0.0 0.0
C 0.0 0.0 0.0
C 0.0 0.0 0.0

Summary:
Orbital gap in eV: 6.507
Net charge: +1
Electronic energy in eV: -104839.566
Maximum force in eV/Å: 1.71
Energy relative to the best compared isomer or geometry (same formula, charge and spin) in kJ/mol: 53.8